Here is the molecule C6H6N2 from OMol25. Energies are from ωB97M-V/def2-TZVPD.

The highest occupied orbital energy is -8.6 eV. The total energy is -341.5049 Eh. For the HOMO-LUMO gap, the calculation gives 8.18 eV. The value obtained for the LUMO energy is -0.4 eV. Its SMILES is C#CC(=C)/C=N\N=C. For the energy relative to the best compared isomer or geometry (same formula, charge and spin), the calculation gives 571.4 kJ/mol.

Each line ends with the Mulliken charge.
Atoms and positions in Å:
C (0.94834, 2.18929, 0.07213)  -0.14
C (0.94775, 1.00143, -0.23757)  -0.36
C (1.08568, -0.39168, -0.11915)  0.94
C (2.44581, -0.75681, 0.07846)  -0.82
C (0.11355, -1.43413, -0.07524)  -0.48
N (-1.19703, -1.14239, -0.12399)  -0.48
N (-1.60673, 0.18514, -0.10574)  -0.17
C (-2.88536, 0.31529, 0.03915)  -0.29
H (0.69998, 3.31897, -0.17133)  0.28
H (3.04860, -1.75457, 0.31390)  0.27
H (2.99750, 0.22159, 0.03848)  0.30
H (0.45004, -2.39820, -0.16191)  0.43
H (-3.65232, -0.61254, 0.43554)  0.22
H (-3.39579, 1.25863, 0.01727)  0.30

Atomic forces in eV per Å
C -0.9 1.6 -2.3
C -0.7 2.6 1.4
C 5.3 -2.5 0.9
C -0.7 1.1 -0.1
C -5.4 4.9 -0.8
N 2.1 -2.6 0.7
N -1.5 0.1 -0.6
C -0.4 -3.3 1.8
H 0.9 -3.0 1.0
H -2.0 2.2 -0.7
H 0.4 -1.6 0.2
H 0.3 -2.4 0.0
H 2.4 2.2 -1.5
H 0.4 0.6 -0.2

=====

Here is a cluster of 2 separate species, C7H14F3NO2Si in total from OMol25. Energies are from ωB97M-V/def2-TZVPD.

The highest occupied orbital energy is -9.7 eV. The total energy is -1069.4976 Eh. For the HOMO-LUMO gap, the calculation gives 9.96 eV. The value obtained for the LUMO energy is 0.3 eV. Its SMILES is C=C(C(N)=O)C(F)(F)F.C[Si](C)(C)O. For the energy relative to the best compared isomer or geometry (same formula, charge and spin), the calculation gives 0.0 kJ/mol.

Each line ends with the Mulliken charge.
Atoms and positions in Å:
C (1.90706, 1.22859, -1.14303)  -0.84
C (2.36595, 0.56430, -0.11631)  0.38
C (2.11611, 1.04307, 1.29120)  0.53
N (3.01909, 0.79814, 2.22323)  -0.41
O (1.11400, 1.65474, 1.58478)  -0.72
C (3.32728, -0.59632, -0.34655)  0.71
F (4.56532, -0.43605, 0.17000)  -0.27
F (3.50717, -0.87033, -1.63290)  -0.28
F (2.80552, -1.70393, 0.25421)  -0.25
H (1.99684, 0.95617, -2.21972)  0.31
H (1.49817, 2.16809, -0.91178)  0.30
H (3.84348, 0.13351, 2.00678)  0.24
H (2.71910, 1.13526, 3.14316)  0.27
C (-2.95150, 0.19682, -2.11558)  -1.09
Si (-2.21295, -0.16946, -0.28467)  0.48
C (-3.20386, -0.11469, 1.28739)  -1.01
C (-1.37869, -1.87396, -0.38398)  -1.03
O (-1.25063, 1.12236, 0.00780)  -0.44
H (-3.03580, -0.78222, -2.77037)  0.25
H (-3.93992, 0.64996, -2.05468)  0.36
H (-2.32100, 1.04392, -2.43897)  0.29
H (-3.76795, -1.00685, 1.46967)  0.35
H (-2.32368, 0.09023, 2.01156)  0.19
H (-3.94969, 0.62592, 1.37772)  0.35
H (-1.42225, -2.18920, 0.69002)  0.25
H (-2.00424, -2.72335, -0.78012)  0.35
H (-0.45673, -2.01675, -0.96334)  0.35
H (-0.56622, 1.07206, 0.64446)  0.36

Atomic forces in eV per Å
C 0.1 0.1 -1.7
C 1.9 -0.9 0.4
C -0.2 -0.1 -0.8
N 2.7 -1.8 0.3
O -1.2 0.6 -0.3
C -1.2 -0.6 0.3
F -0.1 0.3 0.2
F -0.1 -0.1 -0.2
F 0.4 0.1 -0.2
H 0.2 0.1 1.2
H -1.2 0.9 0.0
H -1.9 1.9 1.1
H 0.7 -0.6 -0.4
C 0.1 -1.2 1.2
Si -0.8 -0.2 -2.2
C 1.5 -0.6 0.3
C -1.3 -1.1 0.6
O -0.3 0.2 -1.7
H 0.6 2.3 1.1
H -0.3 -0.2 0.0
H 0.1 -0.8 -0.6
H 0.2 -0.9 0.6
H -1.8 -0.6 -0.6
H -0.4 1.4 0.0
H 1.3 0.1 -0.6
H -0.1 1.2 -0.1
H 0.2 0.4 0.8
H 1.3 0.2 1.2

=====

Here is a structure of composition C4H12N2O from OMol25. Energies are from ωB97M-V/def2-TZVPD.

The highest occupied orbital energy is -8.7 eV. The total energy is -344.3098 Eh. For the HOMO-LUMO gap, the calculation gives 9.31 eV. The value obtained for the LUMO energy is 0.6 eV. For the energy relative to the best compared isomer or geometry (same formula, charge and spin), the calculation gives 197.4 kJ/mol.

Each line ends with the Mulliken charge.
Atoms and positions in Å:
C (-0.77789, -0.54841, -0.83638)  0.66
C (-0.74975, -2.05391, -0.87799)  -1.40
N (-1.81467, 0.15641, -0.44078)  -0.69
N (0.04923, 0.08316, -1.72826)  -0.37
H (0.18743, -0.18903, 1.00172)  0.00
H (-1.37765, 1.06023, 0.54721)  0.41
H (-2.49553, -0.38618, 0.07694)  0.25
H (0.00252, 1.09274, -1.72708)  0.29
H (0.77716, -0.44021, -2.18542)  0.19
H (-1.02391, -2.41198, -1.86889)  0.39
H (0.25921, -2.40513, -0.66202)  0.36
H (-1.43478, -2.47960, -0.14613)  0.37
C (1.76874, 1.26113, 0.95546)  -0.95
C (0.42831, 0.82697, 1.55188)  0.07
O (-0.61018, 1.65997, 1.28742)  -0.68
H (0.52354, 0.68369, 2.64037)  0.33
H (2.00335, 2.28025, 1.26311)  0.28
H (2.56548, 0.59219, 1.28242)  0.31
H (1.71941, 1.21771, -0.13360)  0.18

Atomic forces in eV per Å
C -2.0 0.5 -2.5
C 0.5 0.1 0.6
N 0.7 -0.3 0.9
N -0.2 -0.6 1.1
H 0.6 0.9 1.4
H 2.1 1.7 1.2
H 0.1 -0.3 0.0
H 0.2 -0.2 -0.3
H 0.1 0.4 0.2
H -0.1 0.1 -0.1
H 0.0 -0.1 0.0
H 0.1 0.1 0.0
C -0.2 0.1 0.1
C 0.1 -1.6 -0.9
O -2.4 -0.4 -1.8
H 0.1 -0.4 -0.2
H 0.1 0.0 0.0
H 0.1 0.0 0.1
H 0.1 0.1 0.0

=====

Here is a structure of composition C7H10ClNSi from OMol25. Energies are from ωB97M-V/def2-TZVPD.

The highest occupied orbital energy is -8.9 eV. The total energy is -1077.1114 Eh. For the HOMO-LUMO gap, the calculation gives 9.53 eV. The value obtained for the LUMO energy is 0.7 eV. For the energy relative to the best compared isomer or geometry (same formula, charge and spin), the calculation gives 351.1 kJ/mol.

Each line ends with the Mulliken charge.
Atoms and positions in Å:
C (0.67300, 1.28822, -2.77204)  -0.32
C (1.39925, 1.58422, -1.64972)  -0.42
C (-0.26166, 0.24252, -2.89938)  -0.49
C (1.07721, 0.87288, -0.54614)  -0.23
C (-0.64822, -0.41580, -1.70804)  -0.36
C (0.07366, -0.07457, -0.56306)  0.16
C (-1.88245, -0.73753, 2.03218)  -0.49
N (0.83036, -0.43617, 2.74360)  -0.32
Si (-0.03205, -1.23230, 1.61433)  0.40
Cl (-2.16818, -0.44225, 3.74829)  -0.22
H (1.06805, 1.67638, -3.73302)  0.27
H (2.31554, 2.31166, -1.67726)  0.26
H (-0.80838, 0.24441, -3.84025)  0.34
H (1.55751, 1.14274, 0.41765)  0.13
H (-1.18747, -1.34153, -1.74551)  0.38
H (-2.22789, 0.05239, 1.33967)  0.32
H (-2.40246, -1.69148, 1.73795)  0.26
H (1.78312, -0.15366, 2.46643)  0.22
H (0.62163, -0.28198, 3.77546)  0.24
H (0.21943, -2.60814, 1.25886)  -0.12

Atomic forces in eV per Å
C 0.8 -0.6 -3.0
C 2.0 1.5 -0.8
C -0.6 1.8 1.5
C -0.1 0.4 2.5
C 1.9 0.1 -0.7
C -0.1 -2.3 3.2
C 0.6 -2.3 -1.6
N 2.7 1.5 2.6
Si -3.3 2.4 -3.9
Cl -0.2 0.2 0.1
H -0.7 0.2 0.6
H -2.0 -1.3 0.1
H 0.2 -0.8 0.1
H -0.2 -0.4 -0.6
H -0.8 0.0 0.1
H 0.2 -0.2 0.8
H -0.1 1.0 0.4
H -0.7 -0.2 0.7
H 0.3 -0.3 -2.3
H 0.1 -0.7 0.1